No. 1
9
Properties=species:S:1:pos:R:3:nbo_charge:R:1 method="wB97M-V/def2-TZVPD" de_lowest_ev=0.3879
O 0.886 0.939 1.780 -0.508
C 0.502 0.495 0.752 0.438
S -0.428 1.506 -0.468 -0.066
C 0.664 -0.951 0.447 -0.423
C 0.087 -1.802 -0.395 0.307
F -0.940 -1.599 -1.230 -0.324
H -1.114 0.510 -1.074 0.148
H 1.413 -1.373 1.113 0.250
H 0.407 -2.812 -0.550 0.179



No. 2
190
Properties=species:S:1:pos:R:3:lowdin_charge:R:1 method="wB97M-V/def2-TZVPD" de_lowest_ev=3.6853
C -0.480 0.569 0.548 -0.062
C 0.099 0.030 -0.744 -0.314
O -0.913 -0.604 -1.461 -0.109
H 0.378 0.820 1.172 0.051
H -0.972 -0.262 1.052 0.062
H -1.136 1.439 0.510 0.068
H 0.833 -0.748 -0.532 0.102
H 0.612 0.814 -1.301 0.093
H -0.735 -1.545 -1.397 0.020
C -0.615 -2.771 -4.425 -0.102
C -2.092 -2.705 -4.876 -0.289
O -2.280 -1.557 -5.693 -0.099
H -0.435 -3.677 -3.846 0.050
H -0.345 -1.925 -3.793 0.049
H 0.172 -2.775 -5.179 0.062
H -2.534 -2.738 -3.879 0.076
H -2.386 -3.615 -5.400 0.109
H -2.240 -0.718 -5.228 0.010
C 3.527 -2.982 -4.006 -0.084
C 3.486 -2.274 -2.685 -0.319
O 4.617 -1.410 -2.723 -0.097
H 2.804 -3.796 -3.960 0.071
H 4.514 -3.440 -4.068 0.083
H 3.367 -2.340 -4.872 0.077
H 3.549 -2.941 -1.824 0.100
H 2.580 -1.693 -2.512 0.100
H 4.495 -0.886 -3.519 0.074
C 3.691 -2.092 1.508 -0.076
C 4.896 -1.507 2.285 -0.294
O 5.677 -0.641 1.474 -0.067
H 3.015 -1.310 1.162 0.054
H 3.033 -2.718 2.110 0.044
H 3.918 -2.794 0.706 0.067
H 5.429 -2.351 2.721 0.102
H 4.597 -0.975 3.188 0.092
H 5.952 -1.095 0.674 0.086
C 0.203 4.678 -0.073 -0.085
C 0.148 5.720 1.001 -0.268
O 1.472 6.316 1.024 -0.104
H -0.695 4.063 -0.140 0.076
H 1.090 4.076 0.128 0.069
H 0.412 5.056 -1.073 0.056
H -0.144 5.306 1.966 0.100
H -0.583 6.494 0.768 0.112
H 1.705 6.523 0.116 0.089
C -2.063 3.196 3.164 -0.057
C -3.503 3.348 3.730 -0.314
O -4.381 2.612 2.917 -0.090
H -1.424 3.577 3.961 0.062
H -1.934 3.654 2.183 0.061
H -1.797 2.140 3.123 0.058
H -3.797 4.396 3.792 0.107
H -3.661 2.963 4.737 0.107
H -5.235 3.050 2.900 0.082
C 0.728 4.521 -4.228 -0.060
C 1.253 3.414 -3.380 -0.441
C 1.628 2.200 -4.133 -0.167
O 0.513 1.677 -4.892 -0.236
C 0.814 0.668 -5.872 -0.065
N 2.411 3.999 -2.704 0.048
H 1.551 4.961 -4.792 0.091
H 0.179 5.237 -3.616 0.082
H -0.008 4.216 -4.972 0.070
H 0.468 3.189 -2.657 0.127
H 2.003 1.401 -3.493 0.108
H 2.462 2.389 -4.809 0.132
H -0.084 0.433 -6.442 0.090
H 1.138 -0.236 -5.357 0.075
H 1.598 0.867 -6.602 0.087
H 3.097 4.339 -3.362 0.091
H 2.141 4.897 -2.331 0.065
C 0.839 -0.588 3.799 -0.045
C 1.304 -1.094 5.184 -0.368
C 2.179 -2.347 5.158 -0.203
O 1.523 -3.443 4.553 -0.152
C 2.303 -4.513 4.421 -0.186
N 1.999 0.023 5.918 0.060
H 0.074 -1.271 3.432 0.055
H 1.723 -0.599 3.161 0.062
H 0.494 0.442 3.713 0.066
H 0.417 -1.371 5.753 0.127
H 2.518 -2.500 6.183 0.127
H 3.160 -2.239 4.695 0.107
H 3.186 -4.390 3.793 0.081
H 1.759 -5.373 4.031 0.091
H 2.689 -4.865 5.378 0.092
H 2.115 0.886 5.407 0.016
H 2.959 -0.273 6.025 0.053
C -4.937 -4.561 -0.354 -0.030
C -5.126 -3.687 -1.672 -0.406
C -4.445 -2.338 -1.582 -0.214
O -5.115 -1.531 -0.625 -0.158
C -4.445 -0.323 -0.344 -0.110
N -4.575 -4.558 -2.704 0.019
H -5.361 -5.563 -0.424 0.070
H -5.340 -4.014 0.498 0.059
H -3.878 -4.637 -0.108 0.052
H -6.163 -3.516 -1.961 0.134
H -4.370 -1.833 -2.545 0.119
H -3.385 -2.505 -1.390 0.109
H -4.847 0.501 -0.933 0.080
H -3.358 -0.269 -0.406 0.070
H -4.676 0.045 0.656 0.074
H -5.268 -5.291 -2.748 0.068
H -4.717 -4.076 -3.580 0.062
C 3.511 1.209 -0.665 -0.060
C 4.719 2.169 -0.606 -0.375
C 5.598 2.018 -1.845 -0.192
O 6.808 2.795 -1.597 -0.181
C 7.873 2.625 -2.584 -0.104
N 4.326 3.621 -0.524 0.044
H 3.815 0.164 -0.711 0.048
H 2.863 1.262 -1.540 0.043
H 2.946 1.234 0.267 0.059
H 5.282 1.948 0.301 0.120
H 5.039 2.214 -2.760 0.112
H 5.894 0.977 -1.973 0.102
H 7.821 3.250 -3.476 0.071
H 8.096 1.616 -2.933 0.074
H 8.806 2.959 -2.131 0.075
H 3.940 3.803 0.392 -0.009
H 3.507 3.673 -1.113 -0.008
C -3.060 2.662 -3.101 -0.057
C -3.091 1.717 -4.246 -0.409
C -2.964 2.412 -5.655 -0.196
O -3.967 3.344 -5.899 -0.195
C -5.310 2.791 -6.071 -0.058
N -1.937 0.843 -4.076 0.058
H -3.902 3.348 -3.011 0.081
H -2.148 3.257 -3.039 0.074
H -3.053 2.023 -2.218 0.066
H -3.948 1.044 -4.215 0.130
H -3.000 1.610 -6.393 0.120
H -2.015 2.946 -5.697 0.117
H -5.923 3.570 -6.523 0.087
H -5.676 2.495 -5.088 0.078
H -5.243 1.908 -6.707 0.086
H -1.138 1.295 -4.496 0.032
H -1.752 0.583 -3.118 0.057
C -6.598 -2.399 5.834 -0.065
C -6.577 -2.712 4.284 -0.376
C -5.635 -1.794 3.470 -0.194
O -4.360 -1.808 4.119 -0.184
C -3.312 -1.261 3.372 -0.102
N -6.075 -4.085 4.122 0.025
H -6.699 -1.328 6.009 0.066
H -5.681 -2.706 6.336 0.067
H -7.399 -2.901 6.376 0.064
H -7.563 -2.508 3.865 0.129
H -5.950 -0.762 3.317 0.118
H -5.642 -2.081 2.419 0.106
H -3.324 -1.557 2.323 0.072
H -2.329 -1.586 3.711 0.076
H -3.411 -0.177 3.428 0.082
H -5.123 -4.153 4.452 0.064
H -6.564 -4.726 4.731 0.061
C 3.698 2.216 3.122 -0.037
C 2.570 3.228 2.884 -0.384
C 2.238 3.893 4.248 -0.191
O 1.578 3.058 5.201 -0.239
C 1.069 3.761 6.374 -0.069
N 3.013 4.228 1.919 0.043
H 3.263 1.516 3.836 0.050
H 4.606 2.674 3.514 0.093
H 4.004 1.671 2.229 0.053
H 1.708 2.719 2.452 0.128
H 1.660 4.803 4.085 0.113
H 3.104 4.223 4.821 0.123
H 0.695 2.998 7.056 0.085
H 0.164 4.279 6.059 0.074
H 1.807 4.397 6.863 0.088
H 3.723 4.803 2.348 0.104
H 2.214 4.761 1.608 0.019
C -1.013 -3.566 0.962 -0.051
C 0.206 -3.793 0.136 -0.418
C 0.793 -5.251 0.208 -0.164
O 1.930 -5.198 -0.649 -0.206
C 2.710 -6.331 -0.395 -0.119
N -0.086 -3.498 -1.252 0.066
H -1.535 -2.661 0.652 0.063
H -0.760 -3.349 2.000 0.074
H -1.732 -4.385 0.960 0.079
H 0.986 -3.131 0.511 0.124
H 0.037 -5.958 -0.133 0.137
H 1.104 -5.321 1.250 0.121
H 2.167 -7.276 -0.430 0.088
H 3.054 -6.344 0.639 0.083
H 3.538 -6.354 -1.103 0.095
H -0.744 -4.193 -1.576 0.088
H 0.734 -3.910 -1.674 0.060



No. 3
42
Properties=species:S:1:pos:R:3:nbo_charge:R:1 method="wB97M-V/def2-TZVPD" de_lowest_ev=6.3589
H 0.954 1.108 -1.196 0.464
H -0.519 1.088 -0.575 0.473
H -0.356 -0.663 -1.429 0.479
H 0.067 -2.001 -1.713 0.421
H -1.637 2.449 3.766 0.478
H -1.651 1.672 2.458 0.449
H -1.951 0.998 -2.536 0.499
H -2.222 -0.364 -2.045 0.471
H 1.776 -1.152 1.226 0.464
H 1.700 -0.480 2.566 0.459
H -0.897 -1.098 2.192 0.450
H -0.529 0.318 1.820 0.446
H -0.696 3.900 0.317 0.467
H -0.781 3.629 -1.129 0.456
H 1.463 -2.950 -2.198 0.450
H 2.113 -1.775 -1.554 0.481
H 4.611 -0.361 0.091 0.455
H 3.930 -1.723 0.450 0.478
H 1.298 -3.230 0.039 0.490
H 1.302 -4.449 1.051 0.469
H 4.058 2.890 -0.670 0.460
H 3.504 4.035 -1.477 0.467
H -3.145 2.737 -1.711 0.485
H -3.031 1.974 -0.319 0.510
H -3.057 -1.272 1.437 0.455
H -4.040 -2.171 0.812 0.480
H -3.134 -2.719 -2.002 0.471
H -2.866 -1.857 -0.788 0.472
O 0.467 0.960 -0.394 -0.940
O -0.048 -1.365 -0.961 -0.928
O -2.231 2.240 3.030 -0.928
O -1.452 0.303 -2.188 -0.954
O 1.922 -0.304 1.634 -0.920
O -0.259 -0.536 1.786 -0.898
O -0.344 4.192 -0.581 -0.923
O 2.207 -2.701 -1.628 -0.917
O 4.489 -0.959 0.751 -0.931
O 1.705 -3.625 0.829 -0.971
O 4.022 3.789 -0.687 -0.927
O -2.643 2.096 -1.252 -0.987
O -3.973 -1.298 1.127 -0.934
O -3.395 -2.607 -1.075 -0.944



No. 4
102
Properties=species:S:1:pos:R:3:lowdin_charge:R:1 method="wB97M-V/def2-TZVPD" de_lowest_ev=3.7397
C 4.165 -2.232 -0.122 -0.200
O 4.884 -1.251 0.539 -0.114
H 4.623 -2.577 -1.031 0.085
H 3.112 -1.905 -0.246 0.062
H 4.057 -3.038 0.484 0.045
H 4.240 -0.846 1.183 0.040
C 1.294 -3.288 -1.857 -0.140
O 0.851 -3.847 -3.096 -0.095
H 0.524 -3.651 -1.121 0.091
H 1.235 -2.247 -1.764 0.035
H 2.225 -3.572 -1.511 0.050
H 1.494 -4.510 -3.285 0.061
C 3.542 -0.221 -2.835 -0.116
O 2.741 0.933 -2.643 -0.117
H 4.195 -0.156 -3.638 0.066
H 2.926 -1.129 -2.858 0.075
H 4.224 -0.397 -2.030 0.059
H 2.099 0.994 -3.342 0.019
C 0.399 -2.612 1.703 -0.139
O -0.660 -3.199 0.977 -0.155
H 1.287 -2.432 1.121 0.049
H 0.635 -3.319 2.525 0.102
H 0.056 -1.630 2.095 0.060
H -1.024 -2.583 0.313 0.030
C 2.117 3.362 2.524 -0.185
O 1.724 2.916 3.773 -0.114
H 1.507 4.178 2.217 0.071
H 1.923 2.549 1.795 0.064
H 3.184 3.617 2.478 0.095
H 1.042 2.240 3.597 0.022
C -2.862 -0.846 3.513 -0.052
O -2.493 -0.226 2.246 -0.136
H -1.989 -1.414 3.881 0.093
H -3.710 -1.429 3.408 0.069
H -2.934 -0.088 4.191 0.056
H -2.704 -0.892 1.619 0.018
C -3.590 -3.311 0.847 -0.140
O -3.398 -2.072 0.249 -0.124
H -3.130 -3.327 1.851 0.089
H -3.121 -4.085 0.236 0.090
H -4.625 -3.411 0.942 0.077
H -4.055 -2.169 -0.409 0.046
C 0.338 0.290 -0.325 -0.102
O -0.705 -0.642 -0.065 -0.144
H 0.306 1.128 0.386 0.057
H 0.332 0.739 -1.316 0.056
H 1.244 -0.296 0.009 0.098
H -1.593 -0.257 -0.078 0.038
C 0.180 -0.381 -4.212 -0.116
O 0.547 1.000 -4.234 -0.112
H -0.073 -0.732 -3.252 0.042
H 0.958 -1.023 -4.566 0.089
H -0.672 -0.571 -4.783 0.073
H -0.259 1.534 -4.245 0.095
C -2.231 -2.482 -2.545 -0.119
O -3.506 -3.162 -2.486 -0.099
H -1.608 -2.731 -3.393 0.072
H -1.588 -2.802 -1.748 0.055
H -2.400 -1.433 -2.579 0.045
H -3.325 -4.107 -2.520 0.084
C -5.991 0.612 -1.661 -0.190
O -5.016 -0.340 -1.892 -0.124
H -6.188 0.920 -0.613 0.097
H -6.926 0.424 -2.212 0.091
H -5.723 1.508 -2.113 0.037
H -4.246 -0.114 -1.327 0.020
C -2.568 1.357 -1.799 -0.136
O -3.082 0.853 -0.581 -0.150
H -2.185 0.471 -2.354 0.076
H -1.627 1.948 -1.687 0.080
H -3.229 1.967 -2.414 0.099
H -3.378 1.765 -0.240 0.137
C 0.343 0.358 4.171 -0.139
O 0.166 0.857 2.862 -0.149
H -0.514 0.735 4.715 0.099
H 1.283 0.660 4.672 0.094
H 0.406 -0.695 4.356 0.084
H -0.623 0.395 2.592 0.043
C 4.186 2.900 -0.399 -0.097
O 4.014 1.508 -0.038 -0.075
H 3.613 3.365 0.299 0.007
H 3.797 3.204 -1.334 0.069
H 5.188 3.199 -0.291 0.074
H 3.567 1.126 -0.723 -0.030
C 3.594 0.005 3.186 -0.156
O 2.752 -0.200 2.112 -0.161
H 3.636 1.070 3.223 0.067
H 4.600 -0.455 3.021 0.105
H 3.195 -0.334 4.185 0.093
H 1.883 0.270 2.291 0.069
C -1.711 3.262 1.374 -0.093
O -2.829 2.452 1.758 -0.130
H -1.833 4.039 2.054 0.071
H -1.857 3.631 0.398 0.062
H -0.830 2.698 1.564 0.048
H -2.646 1.608 2.157 0.019
C 1.046 3.590 -0.786 -0.175
O -0.002 4.317 -1.303 -0.066
H 1.817 4.230 -0.539 0.055
H 1.348 2.680 -1.318 0.081
H 0.766 3.221 0.216 0.042
H -0.181 4.021 -2.165 0.050



| no. | E (a.u.) | F_max (eV Å⁻¹) | orbital gap (Ha) |
| --- | --- | --- | --- |
| 1 | -689.36778 | 2.6 | 0.3692 |
| 2 | -3241.89078 | 3.3 | 0.3093 |
| 3 | -1069.96729 | 5.7 | 0.3083 |
| 4 | -1967.16920 | 4.2 | 0.3487 |